{
  "formula": "CH8N2P",
  "method": "ωB97M-V with the def2-TZVPD basis set",
  "charge": 1,
  "gap_ev": 10.51,
  "energy_ev": -13427.8582,
  "mol_weight_g_mol": 79.06,
  "spin_multiplicity": 1,
  "symbols": ["N", "C", "N", "P", "H", "H", "H", "H", "H", "H", "H", "H"],
  "xyz": [[0.69244, 1.10193, 0.53841], [-0.32819, 0.07195, 0.30257], [-0.93195, 0.06362, -1.11359], [0.40499, -1.62851, 0.48331], [1.57750, 0.71628, 0.96068], [0.42249, 2.02085, 0.75770], [-1.21992, 0.25958, 0.93874], [-1.54904, -0.81314, -1.08544], [-1.45396, 0.93180, -1.50839], [-0.12932, -0.08465, -1.72929], [1.44723, -1.18427, -0.29252], [1.06771, -1.45544, 1.74783]],
  "atomic_forces_ev_per_a": [[0.52, -3.26, -1.02], [0.28, 2.41, 2.12], [-0.84, 0.00, -0.64], [-0.61, -0.71, 0.78], [-1.62, 1.10, -0.73], [-0.32, 1.00, 0.59], [0.48, -0.39, -0.23], [0.76, 1.61, -0.70], [0.92, -1.71, 1.29], [-0.20, -0.16, -0.41], [1.00, -0.04, -0.48], [-0.36, 0.17, -0.55]]
}


{
  "formula": "C20H11Co2N5O6",
  "method": "ωB97M-V with the def2-TZVPD basis set",
  "charge": -2,
  "gap_ev": 4.51,
  "energy_ev": -115899.1497,
  "mol_weight_g_mol": 535.20,
  "spin_multiplicity": 1,
  "symbols": ["O", "C", "Co", "C", "O", "C", "O", "C", "C", "C", "C", "C", "C", "C", "C", "C", "Co", "C", "O", "C", "O", "C", "O", "H", "H", "H", "H", "H", "H", "H", "N", "C", "N", "C", "N", "C", "C", "N", "C", "N", "H", "H", "H", "H"],
  "xyz": [[1.07733, 0.44023, -4.76331], [0.48547, 0.07200, -3.83055], [-0.28855, -0.45918, -2.39051], [-1.24857, 1.10009, -1.85594], [-1.76787, 2.03929, -2.38918], [0.37448, -1.63478, -1.27639], [0.90445, -2.53953, -0.76295], [0.91305, 1.39783, 0.34890], [2.01939, 1.78159, -0.50591], [2.86621, 0.78770, -1.04040], [3.96986, 1.12975, -1.82302], [4.24526, 2.47723, -2.08017], [3.43249, 3.48201, -1.53785], [2.32454, 3.13836, -0.76130], [-0.34264, 1.02507, 0.47273], [-1.62078, 0.90675, -0.21926], [0.51339, 0.95742, 2.05146], [1.56516, -0.44004, 2.26455], [2.35672, -1.25421, 2.48079], [1.36343, 2.14767, 3.01570], [1.91420, 2.88996, 3.70768], [-1.01371, 0.70396, 2.83777], [-2.03549, 0.53041, 3.35921], [2.65635, -0.25885, -0.79781], [4.59610, 0.33481, -2.23693], [5.09391, 2.74114, -2.71179], [3.65135, 4.53640, -1.72894], [1.70106, 3.90743, -0.30061], [-2.41256, 1.62327, 0.54899], [-2.44246, 1.82376, -0.25730], [-3.61953, -4.48865, 1.18281], [-2.71369, -3.52145, 1.38985], [-1.65752, -3.69149, 2.19623], [-0.75768, -2.68414, 2.27129], [-0.79881, -1.53144, 1.56820], [-1.86564, -1.33058, 0.83776], [-2.87023, -2.29476, 0.67930], [-3.66560, -1.97896, -0.39565], [-3.26575, -0.80005, -0.85098], [-2.13975, -0.35902, -0.14583], [-4.36061, -4.32505, 0.51548], [-3.56110, -5.36581, 1.67150], [0.09418, -2.79694, 2.94288], [-3.66984, -0.21921, -1.68048]],
  "atomic_forces_ev_per_a": [[0.36, 0.45, -0.54], [-0.37, -1.00, 0.43], [0.43, 1.14, 0.48], [0.10, -0.66, -2.12], [-0.32, 0.99, -0.06], [-0.17, -0.49, -1.46], [0.25, -0.02, 0.59], [-2.23, 0.03, -2.35], [0.46, 0.25, -0.37], [0.01, 0.03, 0.23], [-0.40, 0.26, 0.19], [-0.04, 0.03, 0.02], [-0.08, -0.38, -0.03], [0.08, -0.47, 0.18], [1.17, 2.06, -2.50], [2.79, 0.08, -0.82], [0.68, 0.56, 5.09], [1.10, -1.18, 0.20], [-0.36, 0.25, -0.04], [-0.23, 0.54, 0.02], [0.32, 0.18, 0.26], [0.00, 0.30, 1.34], [0.06, 0.09, -0.42], [0.03, 0.42, -0.23], [-0.18, 0.31, 0.10], [-0.15, 0.00, 0.14], [-0.03, -0.33, 0.03], [0.13, -0.19, -0.22], [-0.68, 0.09, 2.59], [0.50, -0.17, -1.55], [-0.79, -1.00, 0.04], [0.82, 1.82, -0.52], [-0.29, 0.15, 0.18], [-1.08, 1.26, -1.52], [0.59, -1.72, 1.44], [-1.21, -1.21, -1.15], [1.22, 0.09, -0.28], [-1.23, 0.94, -0.83], [1.02, -1.43, 1.62], [-2.60, -1.71, 1.68], [0.29, -0.02, 0.21], [0.11, 0.16, -0.11], [-0.18, -0.15, -0.26], [0.14, -0.33, 0.30]]
}


{
  "formula": "C2H15NO4",
  "method": "ωB97M-V with the def2-TZVPD basis set",
  "gap_ev": 9.18,
  "energy_ev": -11996.7939,
  "mol_weight_g_mol": 117.14,
  "spin_multiplicity": 1,
  "symbols": ["C", "N", "C", "H", "H", "H", "H", "H", "H", "H", "O", "H", "H", "O", "H", "H", "O", "H", "H", "O", "H", "H"],
  "xyz": [[-0.58616, -1.11329, 1.69839], [-1.27038, -0.42948, 0.59359], [-0.83436, -0.95285, -0.68480], [0.47596, -0.88585, 1.61325], [-0.72746, -2.19980, 1.65609], [-0.88600, -0.60318, 2.61307], [-2.25299, -0.63552, 0.70457], [-1.14378, -2.00172, -0.81292], [-1.24666, -0.50060, -1.58500], [0.25468, -0.94637, -0.76584], [-3.05505, 1.90655, 0.44204], [-2.43421, 2.20160, -0.22891], [-2.46296, 1.77158, 1.19244], [-0.25825, 2.08189, -1.03944], [-0.24031, 2.64036, -1.81370], [0.65039, 1.87600, -0.78907], [2.62065, -2.25590, 0.34236], [1.76648, -1.89087, 0.53284], [3.11451, -1.70288, 0.93172], [2.63506, 1.36292, -1.20625], [3.24479, 1.79981, -1.80154], [2.63603, 0.47760, -1.59290]],
  "atomic_forces_ev_per_a": [[0.03, 0.84, -0.77], [0.33, -0.15, 0.22], [-0.21, -1.16, -0.43], [0.20, -0.10, -0.01], [-0.01, 0.00, 0.51], [-0.21, -0.63, 0.25], [-0.23, 0.33, -0.17], [0.25, -0.28, 0.18], [-0.04, 0.76, 0.39], [-0.02, 0.25, 0.03], [-0.17, 0.27, 0.30], [0.21, -0.10, -0.23], [-0.10, -0.15, -0.14], [-0.55, -0.10, 0.37], [0.37, 0.15, -0.21], [0.11, 0.16, -0.31], [0.10, -0.16, -0.30], [-1.21, -0.14, -0.24], [1.16, 0.29, 0.48], [0.07, -0.47, -0.26], [0.19, 0.58, 0.01], [-0.27, -0.18, 0.33]]
}


no.,LUMO (eV)
1,-3.9
2,5.0
3,0.4